*a*
Formula: C2H4NO
Source: the OMol25 dataset
Level of theory: ωB97M-V with the def2-TZVPD basis set

Atoms and positions in Å:
C -0.48 0.49 -0.76
C 0.55 -0.76 0.36
N 0.39 -0.56 -0.97
O 0.51 -1.37 -1.83
H -1.55 0.29 -0.80
H -0.06 1.54 -0.54
H 1.18 0.00 0.93
H 0.45 -1.78 0.59

* frontier orbital gap: 9.9 eV
* LUMO level: -7.297 eV
* net charge: +1
* HOMO energy: -0.6311 Eh


*b*
Formula: C2H4NO
Source: the OMol25 dataset
Level of theory: ωB97M-V with the def2-TZVPD basis set

Atoms and positions in Å:
C 0.87 -0.05 0.38
C -0.31 -0.32 -0.62
N -0.65 0.52 0.45
O -1.31 1.32 0.92
H 1.10 -0.99 0.90
H 1.59 0.64 0.17
H -0.44 0.12 -1.53
H -0.84 -1.23 -0.68

* SMILES: O=[N+]1CC1
* frontier orbital gap: 9.6 eV
* LUMO level: -7.542 eV
* net charge: +1
* HOMO energy: -0.6308 Eh


*c*
Formula: C2H4NO
Source: the OMol25 dataset
Level of theory: ωB97M-V with the def2-TZVPD basis set

Atoms and positions in Å:
C 0.29 0.33 -0.45
C -0.68 0.06 0.78
N 0.76 -0.54 -1.16
O 1.37 -1.33 -1.72
H 0.76 1.37 -0.48
H -1.36 0.90 0.93
H -1.24 -0.76 0.56
H 0.11 -0.02 1.55

* SMILES: CC=[N+]=O
* frontier orbital gap: 9.6 eV
* LUMO level: -7.849 eV
* net charge: +1
* HOMO energy: -0.6395 Eh


What is the stability order? It is *c*, *b*, *a*, from most stable to least stable.


*a*
Formula: C3H4NOS2
Source: the OMol25 dataset
Level of theory: ωB97M-V with the def2-TZVPD basis set

Atoms and positions in Å:
C -0.87 -0.66 -0.20
C 1.67 0.46 0.19
C -0.26 0.24 -1.10
N -1.33 0.09 0.92
O 1.35 1.29 0.97
S 2.81 -0.49 -0.31
S -0.81 -2.42 -0.24
H 0.23 -0.11 -1.98
H -0.49 1.26 -1.04
H -0.64 0.76 1.09
H -1.67 -0.44 1.70

* frontier orbital gap: 6.6 eV
* LUMO level: 3.330 eV
* net charge: -1
* HOMO energy: -0.1213 Eh


*b*
Formula: C3H4NOS2
Source: the OMol25 dataset
Level of theory: ωB97M-V with the def2-TZVPD basis set

Atoms and positions in Å:
C 1.44 1.34 -1.35
C 0.31 -0.69 2.38
C 0.16 1.22 -1.20
N -0.04 -0.57 1.26
O 2.54 1.23 -1.80
S 0.54 -0.90 3.94
S -1.87 -1.89 -0.51
H -0.11 0.38 -0.67
H -1.55 -0.87 -1.36
H -0.61 2.03 -1.24
H -0.78 -1.28 0.55

* frontier orbital gap: 7.9 eV
* LUMO level: 3.384 eV
* net charge: -1
* HOMO energy: -0.1669 Eh


What is the stability order? It is *a*, *b*, from most stable to least stable.


*a*
Formula: C2HO2S2
Source: the OMol25 dataset
Level of theory: ωB97M-V with the def2-TZVPD basis set

Atoms and positions in Å:
C 0.22 -0.23 0.18
C -1.03 0.03 -0.56
O -1.50 -0.86 -1.31
O 0.21 -1.28 0.87
S -1.92 1.04 0.29
S 1.47 0.81 -0.17
H 2.54 0.48 0.70

* SMILES: O=C([S-])C(=O)S
* frontier orbital gap: 6.8 eV
* LUMO level: 3.050 eV
* net charge: -1
* HOMO energy: -0.1372 Eh


*b*
Formula: C2HO2S2
Source: the OMol25 dataset
Level of theory: ωB97M-V with the def2-TZVPD basis set

Atoms and positions in Å:
C 0.64 0.82 1.47
C -0.10 0.70 0.04
O -0.12 0.65 2.42
O 1.84 1.00 1.37
S -1.64 1.54 -0.35
S 0.15 1.86 -1.30
H -0.11 -0.34 -0.31

* SMILES: O=C([O-])C1SS1
* frontier orbital gap: 7.6 eV
* LUMO level: 3.327 eV
* net charge: -1
* HOMO energy: -0.1556 Eh


What is the stability order? It is *b*, *a*, from most stable to least stable.


*a*
Formula: C8H7N5O
Source: the OMol25 dataset
Level of theory: ωB97M-V with the def2-TZVPD basis set

Atoms and positions in Å:
C 2.47 0.02 -1.17
C 2.36 1.46 -1.07
C 1.39 -0.81 -1.05
C 1.16 2.13 -0.73
C 0.14 -0.06 -0.99
C 0.09 1.28 -0.64
C -1.76 -1.05 0.23
C -1.30 -0.09 -0.78
N -2.15 -2.27 -0.06
N -2.28 -2.85 1.12
N -1.98 -2.10 2.07
N -1.63 -0.90 1.56
N -1.21 0.22 2.26
O -1.22 1.28 -0.38
H 3.58 -0.40 -1.10
H 3.23 2.17 -1.07
H 1.44 -1.86 -0.80
H 1.16 3.21 -0.52
H -1.85 -0.18 -1.77
H -0.61 0.78 1.71
H -1.03 0.03 3.21

* frontier orbital gap: 9.6 eV
* LUMO level: 0.422 eV
* HOMO energy: -0.3371 Eh


*b*
Formula: C8H7N5O
Source: the OMol25 dataset
Level of theory: ωB97M-V with the def2-TZVPD basis set

Atoms and positions in Å:
C 1.80 -0.75 0.21
C 1.36 -2.03 0.13
C -0.49 0.20 0.21
C -3.47 0.77 -0.66
C -1.01 -1.12 0.02
C 0.90 0.39 0.21
C -0.09 -2.33 -0.04
C -2.33 -1.44 0.09
N -4.68 1.20 -0.34
N -5.28 0.31 0.45
N -4.50 -0.69 0.60
N -3.33 -0.49 -0.04
N 1.39 1.68 0.40
O -0.37 -3.53 -0.18
H 2.75 -0.43 0.02
H 1.88 -2.96 0.29
H -1.27 0.93 0.07
H -2.96 0.99 -1.58
H -2.52 -2.45 0.34
H 2.27 2.06 0.56
H 0.64 2.26 0.11

* SMILES: NC1=C/C(=C\n2cnnn2)C(=O)C=C1
* frontier orbital gap (alpha / beta): 6.6 / 6.6 eV
* LUMO level (alpha / beta): -1.462 / -1.462 eV
* HOMO energy (alpha / beta): -0.2972 / -0.2972 Eh


What is the stability order? It is *b*, *a*, from most stable to least stable.


*a*
Formula: C2H2ClFO2
Source: the OMol25 dataset
Level of theory: ωB97M-V with the def2-TZVPD basis set

Atoms and positions in Å:
C -1.04 0.03 0.15
C 0.39 0.44 -0.44
H -2.56 -0.85 -0.56
H 0.26 0.32 -1.56
O -1.68 -0.83 -0.82
O -1.43 0.53 1.17
F 0.84 1.72 -0.35
Cl 1.39 -0.90 0.25

* SMILES: O=C(O)[C@@H](F)Cl
* frontier orbital gap: 11.4 eV
* LUMO level: 0.540 eV
* HOMO energy: -0.3993 Eh


*b*
Formula: C2H2ClFO2
Source: the OMol25 dataset
Level of theory: ωB97M-V with the def2-TZVPD basis set

Atoms and positions in Å:
C 0.90 -1.52 0.44
C 1.28 0.12 0.63
O 0.85 -1.94 -0.64
O 0.21 0.84 0.38
F 1.94 0.49 1.76
Cl 2.41 0.26 -0.85
H 0.56 -2.36 1.32
H 0.17 1.76 0.76

* SMILES: O=C[C@@](O)(F)Cl
* frontier orbital gap: 10.7 eV
* LUMO level: 0.441 eV
* HOMO energy: -0.3771 Eh


What is the stability order? It is *a*, *b*, from most stable to least stable.


*a*
Formula: C8H11N3O2
Source: the OMol25 dataset
Level of theory: ωB97M-V with the def2-TZVPD basis set

Atoms and positions in Å:
C 1.70 0.61 0.21
C 0.97 0.71 -0.87
C -1.18 1.63 0.98
C 1.32 0.20 1.57
C -1.07 0.32 0.25
C -0.06 -0.38 1.81
C 0.10 -1.76 -2.32
C -0.75 -0.43 -2.07
N -1.34 1.49 2.34
N -0.31 0.12 -0.88
N -0.98 0.32 2.67
O -1.43 -0.14 3.74
O -1.04 2.73 0.48
H 2.72 0.90 0.08
H 1.39 0.92 -1.87
H 2.13 -0.51 1.93
H 1.50 1.16 2.06
H -2.07 -0.13 0.26
H -0.01 -1.48 1.78
H 0.14 -1.72 -3.44
H 0.96 -1.56 -1.78
H -0.42 -2.59 -1.91
H -0.39 0.26 -2.88
H -1.87 -0.65 -2.14

* frontier orbital gap: 8.1 eV
* LUMO level: -0.229 eV
* HOMO energy: -0.3059 Eh


*b*
Formula: C8H11N3O2
Source: the OMol25 dataset
Level of theory: ωB97M-V with the def2-TZVPD basis set

Atoms and positions in Å:
C 0.79 1.56 -1.50
C -0.62 1.35 -1.79
C -0.75 -0.16 -1.43
C -0.12 -2.30 -0.36
C 1.21 1.61 -0.05
C 0.93 -0.25 0.61
C 0.25 -0.87 -0.53
C -0.57 -0.52 2.67
N 0.32 2.21 0.81
N -0.29 1.47 1.56
N -0.04 0.22 1.57
O 1.62 1.62 -2.35
O 0.97 -1.94 -1.21
H -1.27 1.86 -1.10
H -0.84 1.58 -2.92
H -1.70 -0.18 -1.00
H -0.86 -0.74 -2.32
H 0.06 -2.88 0.56
H -1.05 -2.70 -0.87
H 2.29 1.92 0.03
H 1.75 -0.84 0.95
H -1.67 -0.61 2.49
H -0.06 -1.44 2.65
H -0.36 0.03 3.55

* frontier orbital gap: 9.6 eV
* LUMO level: 0.510 eV
* HOMO energy: -0.3322 Eh


What is the stability order? It is *b*, *a*, from most stable to least stable.